No. 1
{"formula": "C2H3NO2", "method": "the ωB97M-V functional and the def2-TZVPD basis", "e_homo_ev": -10.118, "lumo_energy_ev": 0.96, "total_energy_ev": -7706.515, "homo_lumo_gap_ev": 11.0736, "smiles": "N=C=O.C=O", "relative_energy_kj_mol": 128.2, "species": ["H", "H", "C", "O", "N", "H", "O", "C"], "xyz": [[-0.515, -0.323, 2.158], [0.878, -0.056, -3.311], [-0.647, 0.690, 1.850], [-0.756, 1.080, 0.709], [0.569, -0.569, -2.476], [-0.595, 1.415, 2.673], [0.542, -1.344, -0.271], [0.524, -0.893, -1.333]], "lowdin_charge": [0.06, 0.11, -0.12, -0.01, 0.20, 0.08, 0.13, -0.45]}

***

No. 2
{"formula": "C2H3NO2", "method": "the ωB97M-V functional and the def2-TZVPD basis", "e_homo_ev": [-8.160, -9.414], "lumo_energy_ev": [-0.19, -0.06], "total_energy_ev": -7702.074, "homo_lumo_gap_ev": [7.9669, 9.3562], "relative_energy_kj_mol": 556.7, "species": ["O", "C", "H", "H", "C", "H", "O", "N"], "xyz": [[-0.697, -0.394, 2.110], [0.053, 0.737, 0.110], [-0.867, 1.486, 0.015], [0.095, -1.744, -1.536], [-0.041, -0.339, 1.175], [1.127, 1.189, 0.148], [-0.233, 0.096, -1.027], [0.562, -1.030, -0.994]], "lowdin_charge": [0.17, -0.27, 0.17, 0.05, -0.14, 0.15, -0.22, 0.08]}

***

No. 3
{"formula": "C2H3NO2", "method": "the ωB97M-V functional and the def2-TZVPD basis", "e_homo_ev": -9.702, "lumo_energy_ev": 0.72, "total_energy_ev": -7703.249, "homo_lumo_gap_ev": 10.4187, "smiles": "C#[N+][O-].C=O", "relative_energy_kj_mol": 443.3, "species": ["C", "H", "N", "C", "H", "O", "O", "H"], "xyz": [[1.813, -0.469, -0.057], [1.262, -1.271, 0.285], [-2.100, -0.005, 0.190], [-1.531, 0.926, -0.160], [-1.123, 2.002, -0.153], [-2.579, -1.062, 0.300], [1.336, 0.562, -0.421], [2.923, -0.683, 0.016]], "lowdin_charge": [-0.13, 0.05, -0.26, 0.10, 0.12, 0.03, -0.01, 0.09]}

***

No. 4
{"formula": "C2H3NO2", "method": "the ωB97M-V functional and the def2-TZVPD basis", "e_homo_ev": [-9.893, -9.893], "lumo_energy_ev": [-0.56, -0.56], "total_energy_ev": -7701.743, "homo_lumo_gap_ev": [9.3313, 9.3321], "relative_energy_kj_mol": 588.6, "species": ["H", "C", "H", "C", "N", "O", "H", "O"], "xyz": [[1.969, -1.102, -0.759], [-1.727, 1.892, -0.079], [-2.451, 1.143, 0.099], [1.455, -1.294, 0.177], [-0.950, 2.705, -0.264], [0.242, -1.054, 0.370], [1.976, -1.741, 1.010], [-0.513, -0.550, -0.554]], "lowdin_charge": [0.11, -0.11, 0.05, 0.08, 0.05, -0.12, 0.10, -0.16]}

***

No. 5
{"formula": "C2H3NO2", "method": "the ωB97M-V functional and the def2-TZVPD basis", "e_homo_ev": -9.994, "lumo_energy_ev": 0.79, "total_energy_ev": -7705.410, "homo_lumo_gap_ev": 10.7798, "smiles": "O=C1N[C@H]1O", "relative_energy_kj_mol": 234.8, "species": ["H", "O", "N", "H", "H", "O", "C", "C"], "xyz": [[0.132, 2.081, 0.403], [1.044, -1.225, 0.194], [-0.100, 1.084, 0.299], [0.831, -0.180, -1.397], [0.819, -1.327, 1.086], [-2.117, -0.324, -0.046], [0.389, -0.164, -0.429], [-0.999, 0.055, -0.109]], "lowdin_charge": [0.13, 0.04, 0.17, 0.14, 0.07, 0.13, -0.26, -0.42]}

***

No. 6
{"formula": "C2H3NO2", "method": "the ωB97M-V functional and the def2-TZVPD basis", "e_homo_ev": -10.384, "lumo_energy_ev": 0.70, "total_energy_ev": -7704.661, "homo_lumo_gap_ev": 11.0882, "smiles": "C=NOC=O", "relative_energy_kj_mol": 307.1, "species": ["C", "H", "N", "O", "O", "C", "H", "H"], "xyz": [[1.633, -0.327, -0.030], [1.792, 0.780, 0.335], [0.404, -0.631, -0.102], [-0.371, 0.630, 0.020], [-2.082, -0.910, 0.050], [-1.613, 0.219, -0.043], [2.360, -1.034, 0.036], [-2.123, 1.273, -0.266]], "lowdin_charge": [0.02, 0.13, 0.05, -0.06, 0.04, -0.40, 0.04, 0.17]}

***

No. 7
{"formula": "C2H3NO2", "method": "the ωB97M-V functional and the def2-TZVPD basis", "e_homo_ev": [-6.256, -10.320], "lumo_energy_ev": [0.92, -2.71], "total_energy_ev": -7699.693, "homo_lumo_gap_ev": [7.1805, 7.6122], "relative_energy_kj_mol": 505.3, "spin_multiplicity": 3, "species": ["O", "H", "H", "H", "C", "O", "N", "C"], "xyz": [[2.587, -0.026, -0.122], [1.737, 1.678, 0.455], [-1.748, -1.003, 0.327], [0.140, -0.416, -1.292], [-0.003, 0.104, -0.295], [-1.080, 0.866, 0.003], [-0.946, -0.409, 0.623], [1.671, 0.598, 0.209]], "mulliken_spin": [0.76, 0.15, 0.00, 0.03, 0.24, 0.07, 0.05, 0.69]}

***

No. 8
{"formula": "C2H3NO2S", "method": "the ωB97M-V functional and the def2-TZVPD basis", "e_homo_ev": -10.305, "lumo_energy_ev": 0.49, "total_energy_ev": -18542.424, "homo_lumo_gap_ev": 10.7933, "smiles": "O=CNSC=O", "relative_energy_kj_mol": 99.2, "species": ["N", "H", "H", "H", "O", "O", "C", "C", "S"], "xyz": [[-0.853, 0.256, 0.455], [1.084, -1.421, 0.593], [-1.513, -0.378, -1.414], [-1.141, 0.490, 1.436], [2.814, -0.623, -0.105], [-2.959, -0.501, 0.020], [-1.852, -0.239, -0.363], [1.639, -0.593, 0.160], [0.624, 0.844, -0.119]], "lowdin_charge": [-0.35, 0.08, 0.13, 0.13, -0.02, 0.04, -0.42, -0.56, 0.97]}